Record 1
104
Properties=species:S:1:pos:R:3:forces:R:3 method="wB97M-V/def2-TZVPD" e_lumo_ev=5.341 e_homo_ev=-0.84 e_above_lowest_kcal_mol=95.21 fmax_ev_per_a=17.0 multiplicity=1 total_charge=-3
P -0.0805 0.1068 -0.0111 -5.3173 5.6334 0.8866
O 0.9715 0.8328 -0.7031 3.9573 3.0831 -3.7397
O -1.5345 0.8258 -0.2661 6.3555 -2.0792 1.5900
O 0.2835 0.2718 1.3869 0.1936 -0.1532 5.0288
O -0.1505 -1.2252 -0.4611 -0.6793 -8.0364 -2.2716
N -3.5825 1.4508 -0.8021 -6.1883 2.2638 -0.3091
C -4.7795 1.4988 -0.0131 -1.6706 0.6764 -7.0178
C -6.0275 1.7508 -0.8481 15.8889 1.4218 -4.4292
C -5.3445 2.1048 -2.2861 2.2870 -1.8178 4.0548
C -3.8115 1.8438 -2.0691 -9.3012 0.4739 3.0317
H -2.5365 1.1748 -0.5611 -0.6627 -0.0018 0.5088
H -4.7125 1.1788 0.9349 0.0032 -1.0069 3.2608
H -6.9255 1.6718 -0.6481 -8.5718 -0.4968 2.1433
H -5.8415 2.4268 -3.2251 0.4567 -0.3728 0.8541
H -3.0935 1.8488 -2.7381 3.3352 0.2471 -3.2838
N 0.9835 0.2658 3.7629 0.2388 1.6272 1.2889
C 0.7905 1.4548 4.5499 4.3937 -7.0932 4.1587
C 1.4435 1.0648 5.8849 -1.6205 1.0362 -3.2982
C 1.9865 -0.2452 5.7609 -1.3416 0.4213 -2.6171
C 1.7065 -0.7322 4.4059 -0.2826 2.2320 2.2245
H 0.6185 0.2268 2.7459 0.2463 -0.1684 0.1753
H 0.3375 2.3508 4.3599 -1.2818 1.7442 -1.1606
H 1.4155 1.7658 6.7429 0.2193 -0.8163 -0.5563
H 2.4115 -0.8362 6.5409 0.3891 -0.1704 0.2699
H 2.0505 -1.6922 3.9479 -0.7348 1.1666 0.3348
N 2.8335 -0.3942 -2.1291 0.8666 -1.3210 -2.3506
C 3.8495 0.4348 -2.5831 1.2925 -8.5906 -2.7097
C 4.8085 -0.5452 -3.4461 -5.3287 0.9487 2.7880
C 4.1095 -1.8312 -3.5391 -3.1957 2.3784 2.9316
C 2.7995 -1.6952 -2.7381 3.3531 1.0113 0.2730
H 2.1125 0.0168 -1.4781 -0.3333 -0.3178 -0.4733
H 3.8475 1.3618 -2.1801 0.6673 2.8603 0.6860
H 5.6085 -0.1442 -3.9921 1.0764 0.1118 -0.5816
H 4.3355 -2.8402 -3.9171 0.3048 0.9975 -0.1625
H 2.0755 -2.5262 -2.3761 1.4271 1.8270 -0.8078
N 0.6975 3.0048 -1.9961 1.3502 -0.6715 0.6566
C -0.4055 3.5858 -2.4111 -1.8076 5.2441 -3.9399
C 0.1045 4.7348 -3.4031 9.4726 -12.0825 7.1841
C 1.5965 4.7698 -3.4001 -5.6999 -6.1874 4.7456
C 1.8625 3.5498 -2.4091 -2.3425 4.9764 -4.0757
H 0.7635 2.0828 -1.4371 -0.2377 0.1419 0.1326
H -1.6005 3.5138 -2.1161 3.7935 -0.4958 -0.5263
H -0.4305 5.3858 -3.6521 -8.1771 9.6665 -4.2900
H 2.1645 5.4918 -3.8631 1.5485 1.0932 -0.7599
H 2.7885 3.1878 -2.1831 2.0094 -1.1851 0.7298
N 0.2465 -3.6162 -1.3641 0.1561 2.3165 2.2272
C -0.4585 -3.9702 -2.4831 2.8063 -5.9103 1.1057
C 0.0695 -5.4232 -2.7291 1.2154 3.2366 2.2528
C 1.1965 -5.6642 -1.7891 -0.8708 1.6718 1.3109
C 1.2335 -4.4492 -0.8311 -1.1371 -2.7855 -3.5358
H 0.0535 -2.6142 -0.8181 0.3797 -1.2954 -1.5305
H -1.3535 -3.4902 -2.8831 0.6194 0.0851 0.2889
H -0.3245 -6.1832 -3.3911 0.0981 0.3521 -0.2537
H 1.9015 -6.6292 -1.7131 -1.9265 2.4393 -0.2013
H 1.8515 -4.2302 0.1199 -1.1746 -0.2763 -2.1261
C 2.9975 -1.4382 1.0209 -4.8588 0.7972 -1.0758
N 4.1475 -2.2302 1.3049 -3.1646 -3.0940 2.1558
O 4.8945 -1.5982 1.9959 2.7978 -0.8175 0.1131
O 4.0055 -3.5092 1.1959 1.7613 3.4870 0.0234
H 3.2445 -0.6352 0.3569 0.3254 0.3424 -0.2154
H 2.3905 -0.9712 1.9099 2.0382 -0.9749 -1.1513
H 2.1775 -2.0162 0.5239 1.0897 0.2534 0.0856
C -1.0325 0.0048 -3.0941 -1.3291 1.4141 2.3290
N -1.6935 -0.1012 -4.3871 -0.1597 -4.5099 -1.5184
O -2.0925 -1.2402 -4.7641 0.3851 1.1191 1.4119
O -1.7445 0.8008 -5.1491 -0.0778 2.5972 -0.6280
H -0.8135 1.1578 -3.0051 0.5853 -2.6674 -0.0706
H -0.3135 -0.8702 -2.8971 -0.7514 1.8786 -0.6202
H -1.8715 -0.1132 -2.2991 1.3607 -0.0089 -1.3543
C -2.4765 0.8898 2.8139 -0.0217 -0.5946 -2.8298
N -3.5795 0.1488 3.4519 -1.7723 0.8344 3.1358
O -3.2535 -0.7262 4.3139 -0.9739 1.9124 -2.7220
O -4.7515 0.5788 3.3019 2.4214 -1.5234 0.0774
H -1.7115 1.0698 3.5189 0.8109 -0.4050 0.7225
H -2.6595 1.8338 2.2629 -1.1108 -0.5010 0.8905
H -2.1895 0.2488 1.9479 0.5108 0.2093 0.8716
C 3.3575 2.0118 1.0749 2.8619 0.6638 -1.4899
N 3.7595 3.4458 0.8799 -1.9706 -3.2577 2.3425
O 4.6155 3.6738 0.1019 1.5212 1.5984 -1.6505
O 3.2345 4.1368 1.7229 0.3491 2.1081 -0.2178
H 2.6165 2.0158 1.7489 -4.1481 -0.0899 1.0659
H 4.0515 1.7078 1.8329 1.6158 -0.7657 -0.3475
H 3.3635 1.4888 0.1279 -0.2987 -0.1997 0.3513
C -0.5195 -3.3432 1.8299 -1.2761 1.8307 -0.0276
N -0.9125 -4.4892 2.7399 -0.4540 -2.4362 0.0073
O -0.0415 -5.2942 3.1529 -1.0594 2.0719 -0.6744
O -2.1165 -4.7152 2.9229 1.7150 1.0372 -0.2665
H 0.5025 -3.3972 1.6299 1.7297 -0.7819 -0.0667
H -0.4945 -2.2912 2.4849 -1.2532 -2.5847 -2.0810
H -0.9985 -3.5232 0.7219 0.4162 0.9696 3.3291
C -0.2405 3.4788 1.1819 2.3818 -3.5859 2.4663
N -0.7155 4.3978 2.2069 -0.9899 4.7351 0.0891
O -1.5505 4.0778 3.0749 1.9319 -0.2346 -1.4794
O -0.4105 5.6238 2.0209 -0.3539 -2.9230 0.8044
H 0.1055 2.4818 1.8649 -0.6005 2.5011 -2.1851
H 0.6025 3.8068 0.4719 -1.7928 -0.0396 1.4106
H -1.1555 3.1058 0.7909 -0.5423 -0.3872 -1.1902
C -3.1735 -1.9152 -0.5351 -1.0325 2.7619 1.5529
N -4.1555 -2.8842 0.1119 -1.5648 2.1833 -1.5020
O -4.0965 -3.9622 -0.3951 -0.4611 -2.2880 0.6517
O -5.1685 -2.3912 0.7039 3.0729 -1.5212 -0.6944
H -2.3465 -2.1052 -1.2251 -0.3890 -1.6215 0.4716
H -2.7345 -1.2972 0.2809 -0.6755 -0.0945 -0.7997
H -3.9635 -1.3842 -1.1061 0.8834 0.5482 0.3835

Record 2
89
Properties=species:S:1:pos:R:3:forces:R:3 method="wB97M-V/def2-TZVPD" e_lumo_ev=-7.281 e_homo_ev=-13.06 fmax_ev_per_a=2.2 multiplicity=1 total_charge=+2
Ti -0.2428 0.8436 0.6797 -0.9346 1.9543 -0.2257
O -1.3183 -2.2103 -1.3288 0.2152 0.0511 0.0936
C -0.7232 -1.3158 -0.8186 -0.2942 -0.9182 -0.7325
O -1.2797 -0.4175 0.0069 -0.5478 -0.8448 0.1342
C 0.7308 -1.0318 -1.0358 0.5293 0.3404 0.1029
C 1.5866 -1.8956 -1.7023 -0.1853 -0.1678 -0.0897
C 2.9220 -1.5781 -1.7860 0.0051 0.3327 0.1342
C 3.3926 -0.3713 -1.2266 -0.2688 -0.1138 0.0339
C 4.7500 0.0127 -1.2696 0.1553 0.1670 -0.0166
C 5.1518 1.1996 -0.7210 0.1146 -0.1951 -0.1091
C 4.2158 2.0642 -0.1231 -0.2976 0.0334 0.0933
C 2.8895 1.7209 -0.0624 -0.0444 -0.0264 0.0740
C 2.4604 0.4914 -0.5945 0.2087 0.1182 0.0400
N 1.1389 0.1366 -0.4898 1.0991 -1.3484 -0.9436
H 1.1824 -2.8064 -2.1218 -0.0341 0.0036 0.0101
H 3.6235 -2.2391 -2.2784 -0.0224 -0.0473 -0.0136
H 5.4593 -0.6457 -1.7537 0.0325 0.0020 0.0264
H 6.1944 1.4840 -0.7440 0.0061 0.0027 -0.0394
H 4.5473 3.0078 0.2890 -0.0022 0.0079 0.0045
H 2.1511 2.3855 0.3837 0.1114 0.1044 -0.0328
C -0.5861 5.4286 7.8379 -0.0389 0.0216 0.0056
C 0.6682 5.0840 7.0486 -0.2827 -0.4114 0.0147
S 0.3395 3.7280 5.9181 -0.0260 -0.3006 -0.4269
O -1.0300 3.7768 5.4553 -0.2020 -0.0619 0.2366
O 1.3423 3.6593 4.8764 0.2686 -0.0424 0.2957
C 0.5212 2.2402 6.9463 -0.0337 0.2780 -0.4786
C -0.0623 0.9727 6.2888 -0.0394 0.4053 0.2352
N 0.3101 0.7970 4.8731 0.2462 0.1169 -0.0921
C -0.5194 0.9564 3.8276 -0.0093 0.0893 0.1322
N 0.1691 0.9104 2.6764 -0.0460 -0.1032 0.9445
C 1.4810 0.6721 3.0031 0.4863 -0.0048 0.4115
C 1.5773 0.6027 4.3508 -0.3783 0.0899 -0.5010
N 2.7785 0.3303 5.0896 0.2585 -0.0211 0.1178
O 3.7604 0.1017 4.4191 -0.0995 0.0684 0.0761
O 2.7168 0.3387 6.3030 -0.0368 -0.0629 -0.1444
C -1.9925 1.0881 3.9133 0.0840 0.0885 0.1292
H -0.3791 6.2629 8.5055 0.0160 -0.0171 0.0113
H -0.9303 4.5883 8.4411 0.0207 0.0214 0.0482
H -1.3930 5.7078 7.1641 0.0080 0.0421 0.0265
H 1.4828 4.7340 7.6842 0.1090 0.1057 -0.0476
H 1.0159 5.9177 6.4395 0.0562 -0.1093 -0.1308
H -0.0042 2.4363 7.8805 -0.0209 -0.1261 0.0367
H 1.5864 2.1347 7.1314 0.0022 0.0047 0.0991
H -1.1480 1.0137 6.3208 0.0229 -0.0693 -0.0292
H 0.2895 0.1067 6.8437 -0.0771 -0.0014 0.0082
H 2.2909 0.5808 2.2966 -0.0355 -0.0219 -0.0329
H -2.4325 0.2063 4.3824 0.0093 -0.0168 -0.0560
H -2.4092 1.2016 2.9160 -0.0421 -0.0089 0.0386
H -2.2573 1.9640 4.4999 -0.0372 0.1478 0.0450
C -3.7626 1.5787 0.6705 -0.4607 -0.0339 -0.3536
Si -3.5030 1.7088 -1.2029 0.8746 0.6698 0.7271
C -3.9152 0.1004 -2.0719 0.2367 0.2009 0.0312
C -4.4100 3.1903 -1.9188 0.1156 -0.2458 0.0306
Si -0.9983 2.4084 -1.1490 -1.0862 0.2788 -0.6111
Si -0.3712 4.6032 -0.2909 0.1684 -0.2250 0.0446
C 0.1053 4.2261 1.5248 0.0050 0.1325 -0.3926
C -1.6731 5.9621 -0.3555 0.0656 -0.3396 -0.1581
C 1.1701 5.0762 -1.2764 -0.2533 -0.0060 0.0887
Si -0.4732 1.9614 -3.5188 0.4425 0.1626 0.5437
C 1.4171 1.9748 -3.6125 -0.2518 -0.0135 -0.2541
C -1.1549 0.2988 -4.1027 0.1180 0.2561 0.0998
C -1.2064 3.4324 -4.4403 0.0610 -0.2507 0.1516
H -4.8213 1.4344 0.9042 0.0117 -0.0432 0.1032
H -3.4313 2.4806 1.1883 0.0340 0.0446 -0.0637
H -3.2276 0.7059 1.0476 -0.0509 -0.0708 0.0238
H -4.9381 -0.1954 -1.8256 -0.0359 0.1193 0.0829
H -3.2646 -0.7215 -1.7774 -0.0115 -0.0158 0.0209
H -3.8596 0.2048 -3.1542 -0.0342 0.0232 0.0015
H -5.4835 3.0699 -1.7524 -0.0258 -0.0360 -0.0025
H -4.2555 3.2773 -2.9946 0.0024 -0.0144 -0.0209
H -4.1081 4.1309 -1.4583 0.0562 -0.0187 0.0606
H -0.4715 4.8118 2.2410 -0.1026 -0.0399 0.0158
H 1.1562 4.4377 1.7323 0.0450 -0.0449 -0.0191
H -0.0739 3.1739 1.7684 0.0093 0.0811 0.2116
H -2.5363 5.7371 0.2723 0.0010 -0.0562 0.0066
H -2.0296 6.1238 -1.3739 -0.0143 -0.0094 -0.0207
H -1.2519 6.9083 -0.0090 0.1121 -0.0488 0.0405
H 1.9589 4.3285 -1.1738 -0.0066 -0.0300 -0.0006
H 1.5778 6.0391 -0.9628 -0.0386 0.0209 0.0815
H 0.9329 5.1589 -2.3386 -0.0004 0.0018 -0.0269
H 1.8724 1.2923 -2.8943 -0.0321 -0.0200 -0.0338
H 1.8206 2.9721 -3.4332 -0.0398 0.0267 0.0785
H 1.7510 1.6683 -4.6071 -0.0144 -0.0164 -0.0326
H -1.2213 -0.4356 -3.3004 -0.0418 -0.0306 -0.0333
H -0.5166 -0.1253 -4.8805 0.0843 0.0840 -0.0094
H -2.1488 0.4079 -4.5356 -0.0204 0.0211 0.0416
H -0.8974 4.3790 -3.9952 0.0324 0.0065 0.0226
H -2.2964 3.4089 -4.4558 -0.0140 -0.0326 0.0301
H -0.8657 3.4307 -5.4778 0.0309 -0.0444 -0.0233

Record 3
88
Properties=species:S:1:pos:R:3:forces:R:3 method="wB97M-V/def2-TZVPD" e_lumo_ev=-1.062 e_homo_ev=-8.58 fmax_ev_per_a=4.3 multiplicity=1 smiles="CCCOc1cc(CC)c2c(c1)C(=O)C=CC2=O.CC(N)=O.CC(N)=O.CC(N)=O.CC(N)=O.CC(N)=O.CC(N)=O"
C 0.1884 -2.0219 2.3281 -0.1119 -0.0527 -0.0055
C 0.2493 -2.5633 0.7927 0.2694 0.9883 0.6629
C -1.2217 -2.5930 0.1254 0.8644 -1.4460 1.6178
O -1.4047 -1.5707 -0.9285 -1.1693 1.5100 2.9987
C -1.7530 -0.3748 -0.1851 -0.1168 2.3886 0.9797
C -3.2217 -0.1116 0.3095 2.4379 2.2021 0.7404
C -3.5743 1.1659 1.1555 3.3605 -0.0366 -1.2521
C -5.0819 1.4490 1.6826 1.1208 -1.1202 -0.3521
C -5.6767 0.0454 2.2116 0.0360 -0.0842 -0.3760
C -2.3892 2.1374 1.4614 0.5601 -1.6028 -0.8817
C -0.9126 1.8791 0.9614 -1.7301 -1.9481 -0.6236
C -0.5640 0.6183 0.1234 -3.7849 1.0332 1.2740
C 0.2201 2.9551 1.3912 0.6129 0.4551 -0.6599
O 1.1747 3.3110 0.6565 -3.1853 -1.4053 2.5846
C -0.0011 3.5912 2.8623 -2.9154 -0.1840 0.1863
C -1.3406 3.8139 3.3182 2.4329 -0.6951 -1.2189
C -2.5930 3.4655 2.3548 -0.7568 0.5469 -0.4282
O -3.6068 4.2019 2.2999 3.3056 -2.5633 0.4335
H -0.6192 -2.5977 2.9240 1.4678 0.7264 -0.8519
H -0.1066 -0.9156 2.3935 0.3333 -1.4949 -0.3247
H 1.2188 -2.0988 2.8495 -1.7220 -0.1382 -0.9009
H 0.9050 -1.8036 0.2188 -0.9460 -1.5547 0.7317
H 0.7578 -3.6004 0.8013 -1.0155 1.7784 -0.2150
H -1.3965 -3.6590 -0.2526 0.1067 1.7468 -0.1013
H -1.9694 -2.4325 0.9904 0.9042 -0.1231 -1.5272
H -4.0732 -0.8526 0.0736 1.7521 1.2301 0.3183
H -5.7127 1.8126 0.7980 0.9816 -0.3050 1.3631
H -5.0725 2.2280 2.5172 0.0870 -1.0655 -1.3946
H -6.3304 0.2285 3.1328 0.9346 -0.4624 -1.3420
H -4.8246 -0.7035 2.4360 -1.4229 1.3504 -0.0417
H -6.3030 -0.4443 1.3826 0.7614 0.7336 1.3088
H 0.5009 0.3904 -0.2534 -2.0087 0.4692 0.6907
H 0.9150 3.8156 3.5220 -1.5649 -0.2822 -1.3181
H -1.5319 4.2376 4.3738 0.1582 -0.6010 -2.0295
C 0.1044 -7.3055 -0.5752 -0.0383 -0.2222 -0.1852
C -0.5059 -6.8377 0.7178 -0.1834 0.1315 0.4155
N -1.4648 -7.6417 1.2496 -0.1067 -0.0614 0.1716
O -0.1749 -5.8025 1.2720 0.0374 -0.1783 -0.2978
H 1.1781 -7.4399 -0.4338 -0.0803 0.1375 -0.0642
H -0.0716 -6.5522 -1.3453 0.1459 -0.0174 0.0842
H -0.3253 -8.2526 -0.9083 0.0611 0.0643 -0.0209
H -1.7689 -8.5025 0.8278 0.1652 0.1569 -0.0215
H -1.8909 -7.3478 2.1187 -0.0939 0.0966 -0.1003
C 4.2275 0.2292 0.0943 0.2692 -0.1166 0.1840
C 4.3153 -1.1403 0.6998 -0.1707 0.0314 0.0328
N 5.3925 -1.3822 1.4974 0.1957 -0.2705 0.2405
O 3.4735 -1.9975 0.4957 0.0637 -0.0252 0.0673
H 3.3012 0.7047 0.4228 0.0203 -0.0336 -0.1782
H 4.2264 0.1376 -0.9910 -0.1388 0.1227 0.2041
H 5.0679 0.8611 0.3897 -0.0762 0.0364 -0.0861
H 6.1080 -0.7027 1.6907 -0.1896 -0.0324 -0.1226
H 5.4673 -2.2983 1.9128 0.0085 0.1271 -0.0662
C 4.0300 3.9486 -1.6224 0.1975 -0.1304 -0.3285
C 4.2383 2.8770 -2.6521 0.2227 0.2074 -0.3153
N 4.5951 3.2970 -3.8923 0.4344 -0.0909 0.3001
O 4.0957 1.6887 -2.4023 -0.0560 -0.0194 -0.1865
H 4.7238 3.7869 -0.7944 -0.1319 -0.0690 0.0171
H 3.0053 3.8947 -1.2564 0.2274 -0.0313 0.0394
H 4.2020 4.9430 -2.0320 -0.0488 -0.1845 0.0994
H 4.7214 4.2632 -4.1398 -0.1026 -0.1238 0.2085
H 4.7376 2.5919 -4.5992 -0.2995 0.1514 -0.0091
C 1.7065 0.4266 -5.3877 -0.2207 -0.1541 -0.0641
C 2.3860 1.4038 -6.3058 0.1775 0.1353 -0.0491
N 1.8544 1.5208 -7.5525 0.0023 0.1300 -0.2450
O 3.3574 2.0625 -5.9725 -0.2722 -0.3273 -0.3969
H 1.3470 0.9585 -4.5052 0.1822 -0.0936 0.0035
H 2.4250 -0.3376 -5.0864 -0.0393 0.1641 0.1189
H 0.8580 -0.0624 -5.8710 0.0509 0.0152 0.0624
H 1.0556 0.9991 -7.8704 0.1233 0.0448 0.1670
H 2.2938 2.1709 -8.1863 -0.0702 -0.0945 0.0800
C -4.6479 -4.8899 1.3201 -0.2378 0.1149 -0.1428
C -4.5983 -5.7261 2.5688 0.1291 -0.1714 0.2678
N -5.7997 -6.0509 3.1175 -0.1356 -0.1066 0.1523
O -3.5540 -6.1010 3.0757 -0.1438 -0.0024 -0.1717
H -4.1668 -5.4362 0.5067 0.0897 0.1172 0.1007
H -4.1152 -3.9537 1.4972 0.0825 -0.1435 -0.0688
H -5.6740 -4.6582 1.0265 0.0864 0.0081 -0.0201
H -6.6846 -5.7644 2.7348 0.2000 0.0116 -0.0080
H -5.7916 -6.6114 3.9561 -0.0101 0.0855 -0.1077
C 2.2402 8.4218 -0.4288 -0.1099 0.2470 0.1548
C 2.1807 6.9333 -0.2200 -0.0847 -0.3503 0.1147
N 1.4966 6.5132 0.8784 -0.0375 -0.1801 0.1603
O 2.7067 6.1358 -0.9773 -0.3700 0.8594 0.2389
H 1.7846 8.6648 -1.3903 0.1517 -0.0245 0.0379
H 3.2842 8.7400 -0.4278 -0.0950 -0.0345 -0.1218
H 1.7090 8.9640 0.3563 0.0523 0.0158 -0.0837
H 1.0489 7.1372 1.5277 0.1014 -0.0011 -0.1912
H 1.4397 5.5156 1.0432 0.0281 0.0849 -0.1157